Record 1
The following is a quantum chemistry calculation of a molecular structure, C27H21N6O4RuS, from the Open Molecules 2025 dataset.

```
60
Properties=species:S:1:pos:R:3:forces:R:3
Ru -0.345671 0.084779 0.132244 -0.032 -0.005 -0.012
C -1.959043 -3.408390 1.944261 -0.002 -0.001 0.005
C -2.660242 -2.981008 3.066076 -0.003 -0.005 0.002
C -2.499420 -1.684542 3.498638 0.009 0.006 -0.004
C -1.663622 -0.803584 2.807817 -0.002 -0.004 0.005
N -1.022191 -1.216204 1.688676 0.042 0.034 -0.074
C -1.163325 -2.496765 1.294427 -0.006 -0.004 0.018
N -1.502869 0.435221 3.422925 -0.019 -0.016 -0.010
C -0.754320 1.375517 3.005631 -0.006 0.037 0.024
N -0.065035 1.415535 1.799179 0.018 -0.044 -0.019
C 0.878429 2.346701 1.858606 -0.013 0.011 0.005
N 1.793577 2.527938 0.915706 0.016 0.002 -0.012
C 2.087148 1.530848 0.073543 0.004 0.003 0.007
C 2.826051 1.897392 -1.079908 0.006 -0.018 -0.023
C 2.930682 0.937242 -2.201977 0.021 0.061 0.015
C 2.955173 -0.458375 -1.708346 0.005 -0.019 0.002
C 2.339687 -0.734633 -0.558526 0.025 0.006 -0.013
N 1.700283 0.227933 0.229867 -0.111 -0.032 -0.005
C 0.731408 3.133702 3.095153 0.006 0.005 -0.002
C 1.421577 4.221967 3.586628 -0.007 -0.011 0.001
C 1.013760 4.724117 4.820186 0.000 0.004 -0.001
C -0.032905 4.139061 5.525911 -0.002 0.002 0.004
C -0.713319 3.028069 5.029815 0.003 -0.008 -0.009
C -0.318241 2.547083 3.801436 0.000 0.009 0.001
H -2.031945 -4.421255 1.576714 0.000 0.000 -0.001
H -3.310372 -3.658659 3.602684 0.000 -0.001 -0.001
H -2.992263 -1.308582 4.382497 0.000 0.002 -0.001
H -0.612505 -2.779718 0.405105 -0.001 0.005 -0.002
H 3.186826 2.911586 -1.169169 0.005 0.000 0.012
H 3.770474 1.171219 -2.849917 -0.003 -0.001 -0.001
H 3.450022 -1.230418 -2.277945 0.000 0.004 -0.004
H 2.292375 -1.743618 -0.165810 -0.006 0.003 0.006
H 2.240228 4.665481 3.036687 0.000 0.001 0.000
H 1.520627 5.582501 5.239587 -0.003 0.000 0.004
H -0.322230 4.554842 6.481663 0.003 0.004 -0.001
H -1.519962 2.564337 5.580649 -0.001 0.001 0.000
C -0.229798 -5.080032 -3.992341 0.000 0.000 0.001
C -0.073049 -3.613516 -3.715512 -0.004 0.006 -0.001
C -0.988997 -2.937005 -2.912227 0.002 -0.018 0.001
C -0.869078 -1.576905 -2.678472 0.016 0.016 -0.001
C 0.199599 -0.889483 -3.242509 -0.022 -0.009 0.023
C 1.108481 -1.532144 -4.073296 0.009 0.008 -0.008
C 0.969143 -2.889135 -4.296214 -0.007 0.000 0.001
S 0.271995 0.849408 -3.046561 0.072 0.016 -0.031
O 1.796927 1.202871 -3.180547 -0.075 -0.059 0.015
O -0.359871 1.527630 -4.127939 -0.007 0.007 0.000
N -0.282685 1.206543 -1.633300 -0.017 -0.021 0.066
C -1.371460 2.198530 -1.548858 -0.038 -0.001 -0.008
C -2.542833 1.581967 -0.781843 0.053 0.068 0.041
O -3.619457 2.094552 -0.733178 -0.022 -0.043 -0.038
O -2.231403 0.445522 -0.133373 0.099 0.009 0.029
H -0.760256 -5.582895 -3.185428 -0.001 0.000 -0.001
H 0.736527 -5.562754 -4.129590 0.000 -0.001 0.000
H -0.805001 -5.227565 -4.908564 0.002 0.000 -0.001
H -1.821395 -3.477887 -2.478752 -0.001 0.002 0.000
H -1.616260 -1.059142 -2.088647 -0.005 -0.007 -0.002
H 1.911825 -0.978169 -4.539685 0.001 -0.004 -0.002
H 1.678233 -3.397989 -4.936921 0.001 0.002 -0.002
H -1.719355 2.521572 -2.527190 0.010 -0.002 -0.005
H -1.030678 3.078703 -0.999771 -0.014 0.002 0.007
```
Positions in Å, forces in eV/Å.

As for the relative energy (zero: lowest compared OMol25 entry of this formula, charge and spin): 0.00 kJ/mol. Its spin multiplicity is 5. For the LUMO energy (alpha / beta), the calculation gives -3.91 / -5.61 eV. As for the frontier orbital gap (alpha / beta): 7.40 / 6.10 eV. The value obtained for the highest occupied orbital energy (alpha / beta) is -11.31 / -11.71 eV. The net charge is +1.

Results of the Löwdin charge analysis, in e, for atoms 1 through 8: 1.464, -0.040, -0.023, 0.019, -0.279, -0.022, -0.126, 0.203

Record 2
The following is a quantum chemistry calculation of a molecular structure, C27H22AsCrF5N6S5Se, from the Open Molecules 2025 dataset.

```
68
Properties=species:S:1:pos:R:3:forces:R:3
Cr 0.480023 0.864409 -0.350450 -0.429 0.508 -0.358
C 1.195276 2.240891 2.883697 0.049 0.004 0.023
C 2.338971 1.711232 2.084830 0.063 -0.027 0.035
C 3.643699 2.008964 2.504012 -0.189 0.062 0.116
C 4.721971 1.456530 1.870278 0.109 -0.130 -0.153
C 4.497140 0.548259 0.838958 0.215 0.140 0.155
C 3.206502 0.309467 0.452923 -0.190 -0.327 -0.430
N 2.142008 0.932068 1.018592 -0.083 -0.251 0.056
C 2.856210 -0.728648 -0.567755 -0.338 0.548 0.435
C 3.712590 -1.613203 -1.141464 0.164 -0.473 -0.384
C 3.142951 -2.621119 -1.992133 0.266 0.175 0.165
C 1.788669 -2.744733 -2.108066 -0.118 -0.071 -0.021
C 0.942739 -1.841749 -1.432621 0.317 0.309 0.210
N 1.533499 -0.778056 -0.784070 -0.143 -0.167 -0.135
C -0.464082 -1.906158 -1.260825 -0.027 -0.025 0.030
C -1.274536 -2.897607 -1.851129 0.021 0.022 0.037
C -2.620738 -2.889719 -1.606322 -0.023 -0.019 -0.018
C -3.158449 -1.921031 -0.754546 0.018 0.018 0.007
C -2.314233 -0.969764 -0.200897 0.026 0.059 0.168
C -2.837996 0.039380 0.770932 -0.002 0.031 -0.036
N -1.003862 -0.929601 -0.467353 -0.014 -0.038 -0.128
H 1.483141 2.224017 3.936713 -0.009 0.016 -0.005
H 0.308371 1.627076 2.757308 0.046 -0.004 0.000
H 0.985661 3.267405 2.577517 -0.010 -0.020 0.030
H 3.765131 2.685717 3.338367 0.000 0.001 -0.009
H 5.730842 1.699372 2.181377 -0.008 -0.007 -0.003
H 5.309928 0.038768 0.342964 0.018 0.021 0.015
H 4.774786 -1.575713 -0.951877 -0.001 -0.056 -0.004
H 3.792788 -3.323885 -2.499181 0.011 0.015 -0.005
H 1.364638 -3.551910 -2.691885 0.001 -0.004 -0.009
H -0.826241 -3.649305 -2.486114 0.000 -0.010 -0.001
H -3.262727 -3.638014 -2.057668 0.004 -0.006 0.006
H -4.211542 -1.902858 -0.511476 0.000 -0.009 0.001
H -3.921704 -0.034265 0.860067 0.004 0.001 0.033
H -2.570002 1.052593 0.467204 -0.033 -0.051 -0.012
H -2.371638 -0.143500 1.743680 0.006 0.000 -0.012
S 2.087269 5.078380 0.614831 -0.063 -0.099 -0.015
As 0.801664 4.061400 -0.723520 0.031 0.321 0.012
S -0.684561 2.806998 0.394811 0.046 0.073 -0.071
S 1.827006 2.326996 -1.655586 -0.085 -0.063 0.078
S -0.133983 5.321303 -2.174559 -0.038 -0.256 0.054
C -0.658831 -0.868072 -6.461630 -0.003 -0.003 0.015
C 0.321053 -0.018627 -5.651518 -0.053 0.013 0.011
C -0.336162 0.674703 -4.501339 0.083 -0.008 -0.134
N -0.179996 0.305065 -3.288186 -0.088 0.143 0.286
N -0.866012 1.083979 -2.378331 0.360 -0.549 -0.258
C -1.584919 2.004814 -2.954456 0.027 -0.001 0.235
N -2.452477 2.828229 -2.310721 -0.025 0.114 0.055
S -1.396985 2.038112 -4.674807 -0.055 0.017 -0.146
H -0.148295 -1.380945 -7.278889 0.006 -0.001 0.004
H -1.453770 -0.254969 -6.890513 0.005 0.006 0.005
H -1.124710 -1.617405 -5.820059 0.000 0.000 -0.008
H 0.804797 0.719468 -6.295237 0.012 0.010 -0.003
H 1.103192 -0.644035 -5.220400 0.012 -0.006 0.002
H -2.236509 2.814981 -1.306442 0.019 0.087 -0.050
H -2.374383 3.787463 -2.641490 0.066 -0.009 0.100
F -3.743352 -0.947125 7.703713 0.070 -0.003 -0.075
C -2.906018 -1.056329 6.648276 -0.105 0.016 0.132
C -3.219850 -1.874236 5.582562 -0.057 -0.068 -0.066
F -4.377032 -2.570248 5.607435 0.082 0.046 -0.016
C -2.355826 -1.977405 4.507253 -0.138 -0.110 -0.039
F -2.748444 -2.800343 3.518193 0.068 0.068 0.047
C -1.140049 -1.291962 4.424126 0.026 -0.026 -0.103
Se 0.028311 -1.467346 2.948123 -0.023 -0.011 0.101
C -0.872967 -0.473242 5.524145 0.115 0.120 0.108
F 0.262499 0.245847 5.582167 -0.070 -0.073 -0.037
C -1.719971 -0.351514 6.610619 0.060 0.069 0.053
F -1.400472 0.450754 7.647842 -0.009 -0.050 -0.074
```
Positions in Å, forces in eV/Å.

As for the relative energy (zero: lowest compared OMol25 entry of this formula, charge and spin): 0.00 kJ/mol. Its spin multiplicity is 5. For the LUMO energy (alpha / beta), the calculation gives 3.91 / 3.90 eV. As for the frontier orbital gap (alpha / beta): 4.57 / 5.84 eV. The value obtained for the highest occupied orbital energy (alpha / beta) is -0.67 / -1.94 eV. The net charge is -2.

Results of the Löwdin charge analysis, in e, for atoms 1 through 8: 0.319, -0.104, -0.304, -0.025, -0.050, -0.015, -0.231, 0.047

Record 3
The following is a quantum chemistry calculation of a molecular structure, C27H22BClIrN9O7SSe at a distorted geometry, from the Open Molecules 2025 dataset.

```
70
Properties=species:S:1:pos:R:3:forces:R:3
Ir 0.439940 0.471554 -0.322168 -1.259 1.945 1.176
O -0.000390 -0.266335 3.767765 0.017 0.208 -0.099
C -0.282711 -0.392427 2.584220 -0.203 -0.786 0.226
O -0.040586 0.501360 1.692261 0.292 0.425 -0.348
C -1.067312 -1.615208 2.149015 0.082 0.266 -0.050
C -1.950943 -2.134372 3.049801 -0.082 -0.164 0.124
C -2.799932 -3.191586 2.690410 0.449 0.295 -0.576
C -2.773931 -3.691109 1.407935 -0.135 -0.197 0.059
C -1.873429 -3.195105 0.474721 0.325 0.399 0.785
C -0.924037 -2.157677 0.823475 -0.314 -0.205 -0.124
O -0.021532 -1.777609 0.030280 0.593 0.624 -0.620
N -1.946506 -3.754835 -0.832768 -0.082 -0.418 -0.963
O -2.850269 -4.540319 -1.081959 0.047 0.120 0.136
O -1.127021 -3.446065 -1.713807 -0.758 0.161 0.500
N -3.715919 -3.742169 3.649786 -0.354 -0.189 0.248
O -3.677103 -3.316647 4.794056 0.016 0.002 -0.072
O -4.494376 -4.608429 3.278017 0.056 0.036 0.040
H -1.995506 -1.724546 4.048861 0.049 0.031 -0.015
H -3.449146 -4.485083 1.128035 0.020 0.022 -0.020
B -1.155605 0.072834 -3.494843 -0.025 -0.036 -0.044
N -1.925960 0.056307 -2.153307 -0.046 -0.074 -0.093
C -3.225948 -0.245420 -2.096213 -0.043 0.025 0.244
C -3.666860 -0.077652 -0.794018 0.036 -0.061 -0.087
C -2.539218 0.336872 -0.099031 -0.188 0.012 -0.135
N -1.500583 0.417337 -0.937400 -0.080 0.011 0.526
N 0.322181 0.545291 -3.347891 0.171 -0.146 -0.024
C 1.084237 0.760125 -4.421947 0.328 0.147 -0.063
C 2.305904 1.268917 -4.014897 -0.083 -0.067 -0.069
C 2.205700 1.328956 -2.632896 -0.155 0.052 -0.098
N 1.006205 0.869497 -2.244512 0.366 -0.371 0.103
H -1.688723 0.876399 -4.216783 -0.090 0.028 -0.126
H -1.162874 -1.031082 -3.963916 0.017 -0.179 -0.068
H -3.750433 -0.557738 -2.981269 0.007 0.018 -0.083
H -4.655797 -0.238979 -0.406896 -0.047 0.003 0.024
H -2.435951 0.594642 0.938934 0.136 0.000 0.030
H 0.729124 0.535734 -5.411344 -0.183 0.041 -0.007
H 3.143174 1.545356 -4.629012 0.012 0.054 -0.026
H 2.930907 1.687532 -1.925709 -0.070 0.004 0.130
Se 1.315237 -3.671055 -1.743490 0.733 0.367 -0.362
C 1.216623 -5.267588 -0.938487 0.060 -0.529 0.228
N 1.196895 -6.304323 -0.421541 -0.057 0.047 0.000
Cl -1.679604 3.506068 -2.306054 0.035 0.024 -0.260
C -2.167770 3.395566 -0.651039 0.452 0.012 0.583
C -3.512847 3.460004 -0.350993 -0.147 0.036 0.084
C -3.935941 3.338687 0.963542 0.075 -0.019 0.065
C -2.999533 3.148146 1.975298 -0.307 0.050 -0.013
C -1.658156 3.087469 1.676933 0.429 0.097 -0.498
C -1.181495 3.208346 0.347984 -1.479 0.327 0.372
C 0.201151 3.119251 0.067774 1.476 -3.248 -1.029
H -4.234299 3.584953 -1.146264 0.030 0.009 -0.067
H -4.990140 3.380799 1.198561 -0.053 0.005 -0.018
H -3.334428 3.041027 2.998959 0.046 -0.006 0.035
H -0.924649 2.917958 2.453437 -0.023 -0.016 0.058
H 0.904535 3.118791 0.886424 -0.039 0.322 0.100
H 0.580919 3.361190 -0.912873 -0.013 0.437 0.063
N 7.482313 0.390314 0.604254 -0.765 -0.547 0.143
C 6.492017 0.918845 1.378035 2.164 1.291 1.221
S 6.959840 1.956596 2.613536 -0.390 -0.557 -0.643
C 5.107603 0.659312 1.067897 -2.071 -0.549 -0.614
C 4.692093 -0.142738 -0.011810 0.727 0.402 0.622
C 3.358624 -0.252229 -0.317487 -0.512 -0.318 -0.279
N 2.386650 0.390563 0.345920 0.504 0.225 0.277
C 2.758816 1.062526 1.451726 -0.419 -0.050 0.031
C 4.066237 1.213006 1.833934 0.973 -0.166 -0.155
H 8.405467 0.494024 0.993913 0.022 0.082 -0.051
H 7.304460 -0.491360 0.146023 0.039 0.085 -0.157
H 5.410616 -0.667621 -0.624598 -0.091 -0.026 -0.126
H 3.037014 -0.876072 -1.140374 -0.046 0.079 -0.035
H 1.958141 1.467004 2.054802 -0.099 0.025 -0.131
H 4.314840 1.774216 2.721070 -0.076 0.069 0.017
```
Positions in Å, forces in eV/Å.

As for the relative energy (zero: lowest compared OMol25 entry of this formula, charge and spin): 97.07 kJ/mol. Its spin multiplicity is 2. For the LUMO energy (alpha / beta), the calculation gives 0.27 / 0.25 eV. As for the frontier orbital gap (alpha / beta): 5.35 / 5.33 eV. The value obtained for the highest occupied orbital energy (alpha / beta) is -5.08 / -5.08 eV. The net charge is -1.

Results of the Löwdin charge analysis, in e, for atoms 1 through 8: 1.333, 0.049, -0.580, -0.213, -0.051, 0.073, -0.146, 0.085